Molecular formula: C13H21BN3O6S
Method: DFT, ωB97M-V/def2-TZVPD

Structure (XYZ):
```
45
Properties=species:S:1:pos:R:3:forces:R:3:nbo_charge:R:1
C 4.15074 1.75172 2.11161 -0.3261 -0.6251 -0.4850 -0.64
C 4.06373 0.36803 1.39315 0.2105 1.1265 0.8646 -0.05
O 2.98189 0.41515 0.49156 0.1373 -0.8990 0.2294 -0.55
C 1.78559 -0.13389 1.08870 0.3883 0.4365 0.3087 -0.36
B 0.49739 -0.27069 0.09023 -1.0888 -0.3395 0.4707 0.97
N 0.43212 0.50887 -1.24971 1.2454 -0.2228 0.0313 -0.78
C 0.27108 1.90952 -1.13119 -0.2615 0.4920 -0.1421 0.77
C 0.81484 2.72818 0.03031 -0.2186 0.2804 0.2021 -0.74
O -0.36310 2.48908 -1.98624 -0.0042 0.0880 -0.3433 -0.60
C 1.36720 0.13916 -2.23947 0.4581 -0.1316 -0.2113 0.74
C 1.15032 -1.14495 -3.03681 -0.5003 -0.1553 0.8259 -0.72
O 2.33885 0.81856 -2.48515 -0.0039 0.4371 -0.3940 -0.59
O 0.26174 -1.72270 -0.14668 -0.4209 -0.8832 -0.5535 -0.73
C -0.75646 -2.14884 0.68530 0.3766 0.8592 -0.7672 0.25
N -1.49431 -3.35922 0.17786 -0.0106 1.0826 0.4230 -0.45
C -1.88921 -4.09329 1.03566 0.5456 -1.6782 0.0902 0.27
S -2.07073 -5.25686 2.11102 -0.4387 0.6081 -0.3217 -0.07
C -1.68538 -0.89518 0.87189 1.3471 -1.0096 2.4851 0.22
N -2.86721 -0.80283 0.05025 0.2770 1.0232 -0.5329 -0.48
C -2.54811 -0.62327 -1.38246 0.4204 0.1164 -0.1539 -0.44
C -3.80682 0.10341 0.55728 -0.7644 0.3231 -0.5536 0.72
C -4.68545 0.87628 -0.44906 0.6239 -0.6294 -0.1713 -0.72
O -3.98663 0.30997 1.73354 0.2462 -0.2203 0.5615 -0.61
O -0.75123 0.13993 0.81199 -0.2881 0.2474 -0.2601 -0.74
H 5.08405 1.87844 2.67595 -0.2001 0.0591 -0.1735 0.19
H 4.02776 2.50588 1.32217 0.3253 0.0085 0.3638 0.21
H 3.29198 1.84371 2.79095 0.2703 0.0746 -0.0868 0.20
H 3.93182 -0.39230 2.18154 -0.0706 -0.1006 -0.4036 0.16
H 5.01607 0.15408 0.88483 -0.3786 0.0643 -0.2158 0.17
H 1.56713 0.46873 1.99762 -0.2026 -0.1534 -0.3626 0.16
H 2.02879 -1.14926 1.46488 -0.1044 0.2266 -0.1694 0.17
H 0.35306 2.43113 0.98335 0.3990 -0.2381 -0.2486 0.25
H 0.52304 3.77540 -0.13009 0.0012 -0.3511 -0.1664 0.22
H 1.91003 2.69326 0.06949 -0.2899 -0.3923 0.1184 0.24
H 0.17813 -1.04818 -3.54159 0.3282 -0.1167 -0.0965 0.22
H 1.06914 -2.01359 -2.36522 -0.0575 0.3333 -0.1041 0.25
H 1.98379 -1.30944 -3.72422 -0.2629 0.2632 0.0381 0.22
H -0.30137 -2.46278 1.64501 -0.4311 0.2432 -0.0412 0.15
H -1.96331 -0.93513 1.93800 -0.7519 -0.0242 -0.5481 0.20
H -1.64622 -1.19009 -1.64240 -0.3626 -0.0397 0.2550 0.24
H -2.28135 0.42726 -1.57235 -0.1609 -0.3373 -0.2134 0.21
H -3.36902 -0.95711 -2.02682 0.1159 0.1236 0.2292 0.19
H -5.45002 1.42625 0.10284 0.1860 -0.1967 -0.0900 0.23
H -5.12619 0.18121 -1.17838 -0.0247 0.3078 0.1859 0.22
H -4.03819 1.56636 -1.00913 -0.2785 -0.0805 0.1272 0.24
```
Forces are in eV/Å.

The max |F| comes out at 0.0584 Eh/bohr. Its HOMO-LUMO gap is 8.51 eV. The HOMO energy comes out at -5.83 eV. As for the electronic energy: -42092.4071 eV. For the molar mass, the calculation gives 358.2 g mol⁻¹. Its total charge is -1.